Record 1
The following is a quantum chemistry calculation of a cluster of 10 separate species, C41H81B2Br18F3N5O7 in total in a non-equilibrium geometry, from OMol25.

CARTESIAN COORDINATES (ANGSTROEM)
C 1.92209 -4.35085 3.22093
C 0.79840 -3.46470 3.68162
O 0.99037 -2.50429 4.41111
O -0.48466 -3.74368 3.26932
C -0.66401 -3.62218 1.86198
C -0.41585 -2.19567 1.36703
C -1.11924 -1.13863 2.23772
C -1.88269 -0.07908 1.41522
C -1.44181 1.36742 1.70418
C -0.52265 1.99128 0.63818
C 0.41585 0.95603 0.02186
C 1.70510 1.54392 -0.56601
C 1.77341 1.65695 -2.09226
O 3.03308 2.19991 -2.40549
B 3.24116 3.54869 -2.21018
O 4.39006 4.06484 -2.76913
O 2.43870 4.36534 -1.42805
N 0.68032 2.41673 -2.72147
C -0.42417 1.64295 -3.06629
N -1.59123 1.74631 -2.41787
N -0.28287 0.76273 -4.07080
C -0.55231 1.37598 -5.38692
C -1.90679 2.12884 -5.45424
C -1.64657 3.59270 -5.35351
F -0.78079 4.11984 -6.25016
C -2.15284 4.40178 -4.40928
F -1.48614 5.41802 -3.85692
F -3.37043 4.25828 -3.88420
C 0.97173 -0.06233 -3.97949
C 1.84347 -0.12082 -5.25258
C 2.76269 1.07864 -5.56267
C 4.24790 0.65911 -5.49254
N 5.15302 1.66370 -4.95577
B 0.43405 -1.60053 -3.87610
O -0.88339 -1.86867 -4.23585
N 1.31083 -2.64326 -3.38341
C 1.54415 -3.66889 -4.42183
C 0.82225 -3.21115 -2.12017
C 1.76532 0.16295 -2.64207
O 3.07513 -0.30051 -2.81037
H 1.61961 -5.08041 2.47883
H 2.32345 -4.85746 4.09104
H 2.69642 -3.72715 2.78615
H 0.01462 -4.30380 1.34753
H -1.68133 -3.90813 1.62026
H 0.66842 -2.06682 1.36009
H -0.74314 -2.17107 0.32860
H -1.77390 -1.65105 2.93287
H -0.33789 -0.64661 2.80590
H -2.92026 -0.15203 1.72199
H -1.87493 -0.33719 0.35814
H -2.33986 1.96113 1.83125
H -0.90428 1.37715 2.64788
H -1.13006 2.51446 -0.09625
H 0.09620 2.74350 1.12130
H 0.71003 0.30284 0.83990
H -0.09637 0.29444 -0.67310
H 2.53964 0.89749 -0.29747
H 1.87522 2.49136 -0.06671
H 4.19356 4.89067 -3.21610
H 1.87942 4.93996 -1.95394
H 0.99926 2.73945 -3.63722
H -1.96584 0.91220 -1.98590
H -2.16285 2.57436 -2.39522
H -0.59491 0.63611 -6.16970
H 0.21198 2.10816 -5.64111
H -2.61386 1.79063 -4.71075
H -2.31664 1.94195 -6.44603
H 2.51162 -0.95924 -5.06740
H 1.26612 -0.43267 -6.11918
H 2.57966 1.35570 -6.60053
H 2.55940 1.97172 -4.97862
H 4.59332 0.45399 -6.50539
H 4.34255 -0.23567 -4.89359
H 5.17769 1.61069 -3.95079
H 4.90489 2.59695 -5.24211
H -0.94804 -2.15903 -5.15013
H 0.73687 -4.40338 -4.43040
H 1.63933 -3.17889 -5.38654
H 2.47899 -4.17219 -4.19873
H 1.49065 -2.98909 -1.28832
H 0.73460 -4.29028 -2.21687
H -0.16189 -2.83303 -1.83526
H 1.30811 -0.48937 -1.89660
H 3.43072 -0.47792 -1.93361
Br 2.26553 -0.70775 -9.10429
C 1.27018 0.39326 -10.36582
C 1.41020 1.85694 -10.04719
Br 0.32425 2.35340 -8.50935
H 0.24077 0.05319 -10.33499
H 1.69541 0.17317 -11.34207
H 1.04359 2.46683 -10.86937
H 2.43037 2.14204 -9.81336
Br 4.00252 -5.72046 8.96031
C 3.28574 -4.32949 7.80347
C 1.79593 -4.18158 7.95469
Br 0.82958 -5.60894 7.05394
H 3.58022 -4.58436 6.79113
H 3.79070 -3.41595 8.10855
H 1.45884 -3.26349 7.47750
H 1.47199 -4.19050 8.99026
Br -2.32960 5.18199 4.27664
C -3.87058 5.12211 3.09361
C -5.00987 4.35363 3.70954
Br -4.69053 2.43498 3.64459
H -3.52939 4.69633 2.15561
H -4.15844 6.15942 2.93749
H -5.92658 4.51507 3.14709
H -5.17863 4.60702 4.75209
Br 3.11422 2.75866 2.29193
C 4.93094 2.61261 1.60571
C 4.98018 1.77173 0.36028
Br 4.82359 -0.12702 0.76651
H 5.54067 2.21239 2.40858
H 5.24105 3.63190 1.38768
H 5.93973 1.87819 -0.14214
H 4.18257 2.00865 -0.33535
Br 5.90457 -1.76248 -3.42323
C 7.78098 -1.70463 -3.93261
C 8.61284 -1.03044 -2.87351
Br 8.38943 0.90157 -2.89784
H 7.82860 -1.20562 -4.89490
H 8.08332 -2.74301 -4.04774
H 9.67113 -1.20174 -3.05606
H 8.36020 -1.36105 -1.87164
Br -4.73580 -2.23182 1.39534
C -6.12223 -0.86544 1.41712
C -6.52509 -0.46792 0.02568
Br -5.18861 0.69278 -0.80302
H -5.73507 -0.03307 1.99729
H -6.96340 -1.31032 1.94097
H -7.44036 0.12066 0.04757
H -6.65470 -1.31805 -0.63565
Br -9.69451 -1.05864 2.12352
C -11.25805 -0.29262 1.25447
C -10.96578 0.08284 -0.17305
Br -9.91419 1.71757 -0.28728
H -11.56913 0.55194 1.85968
H -12.02026 -1.06713 1.29500
H -11.88859 0.29502 -0.70768
H -10.40994 -0.68394 -0.70212
Br 0.07422 -8.06442 10.49352
C 1.73035 -7.55705 11.37804
C 1.71719 -7.92386 12.83735
Br 0.62430 -6.69439 13.87648
H 1.86207 -6.49375 11.21315
H 2.51274 -8.10201 10.85480
H 2.71718 -7.84513 13.25788
H 1.32662 -8.91982 13.01647
Br -6.29926 4.33771 7.65684
C -4.37335 4.30083 7.93622
C -3.86886 5.58558 8.53855
Br -3.80255 7.00540 7.21230
H -3.92210 4.08770 6.97172
H -4.19553 3.46693 8.61129
H -2.84541 5.46163 8.88502
H -4.48504 5.94606 9.35511

- Orbital gap: 6.43 eV
- E_HOMO: -10.48 eV
- Total charge: +1

***

Record 2
The following is a quantum chemistry calculation of a cluster of 10 separate species, C41H81N2O10 in total in a non-equilibrium geometry, from OMol25.

CARTESIAN COORDINATES (ANGSTROEM)
C 1.47006 3.00182 -1.00432
C -0.02652 2.70400 -1.25375
C -0.21946 1.36068 -1.99155
C -0.79932 3.87185 -1.94647
N -2.04390 4.15014 -1.27033
N -2.90773 2.97681 -1.48206
C -3.23929 2.45208 -0.43521
O -3.19297 1.76524 0.54057
H 2.12562 2.53134 -1.71644
H 1.71582 2.63169 -0.01119
H 1.60173 4.07819 -0.96546
H -0.48241 2.61116 -0.28081
H -0.93139 0.75331 -1.44131
H -0.68392 1.52663 -2.95659
H 0.70596 0.80057 -2.10296
H -0.22404 4.79170 -1.90746
H -0.98234 3.60934 -3.00487
C -6.04548 6.72631 -0.54961
C -4.56599 6.35431 -0.60693
C -4.06727 7.23802 -1.73291
O -4.88658 8.42899 -1.70997
C -6.00516 8.21869 -0.85161
H -6.51975 6.50065 0.40581
H -6.59276 6.19883 -1.33542
H -4.07635 6.62727 0.33061
H -4.37486 5.29929 -0.79058
H -4.19303 6.75085 -2.70348
H -3.02127 7.51443 -1.61911
H -5.85368 8.80320 0.06531
H -6.91146 8.57957 -1.34489
C -4.10283 -2.96971 -0.71023
C -2.60492 -3.27141 -0.69948
C -2.09150 -2.35695 -1.81174
O -2.95190 -1.22239 -1.82486
C -4.09558 -1.48012 -1.01986
H -4.61213 -3.21032 0.22118
H -4.59148 -3.52238 -1.51253
H -2.17117 -2.97152 0.25772
H -2.36509 -4.32165 -0.86832
H -2.14651 -2.84706 -2.79207
H -1.06416 -2.02783 -1.64709
H -4.01213 -0.87832 -0.10835
H -4.98718 -1.15898 -1.56100
C 4.32243 3.11074 -5.40677
C 5.02462 4.37814 -4.92756
C 4.15328 4.78264 -3.74387
O 3.63380 3.57564 -3.19344
C 3.87707 2.48822 -4.09178
H 4.95820 2.44732 -5.99266
H 3.45209 3.37406 -6.01283
H 6.03574 4.13885 -4.58715
H 5.09690 5.15713 -5.68656
H 3.31190 5.40698 -4.06514
H 4.70786 5.32113 -2.97308
H 4.66099 1.85913 -3.66696
H 2.97166 1.89003 -4.18977
C 5.30952 2.07854 2.54929
C 5.94649 1.32212 1.38995
C 4.91904 0.22626 1.13774
O 3.65113 0.76949 1.49200
C 3.83132 2.00099 2.19571
H 5.66668 3.10248 2.65550
H 5.49943 1.55035 3.48867
H 6.02395 1.97337 0.51630
H 6.93750 0.93188 1.61090
H 5.10885 -0.64875 1.77322
H 4.89419 -0.10098 0.09693
H 3.53821 2.82118 1.53311
H 3.18355 2.01520 3.07374
C -8.98267 -2.83136 -0.16522
C -9.06339 -2.69361 -1.68224
C -7.62324 -2.96608 -2.09246
O -7.09002 -3.87630 -1.12642
C -7.98161 -3.96853 -0.00966
H -9.94028 -3.04454 0.30915
H -8.58248 -1.91329 0.27116
H -9.72468 -3.46129 -2.09276
H -9.42113 -1.72141 -2.01829
H -7.02629 -2.04923 -2.07102
H -7.54127 -3.40823 -3.08647
H -8.47543 -4.94220 -0.04414
H -7.40933 -3.90792 0.91524
C 5.13367 -2.70361 -3.95914
C 5.03262 -2.55903 -5.47449
C 4.23537 -1.26827 -5.60752
O 4.57262 -0.46555 -4.47459
C 5.28620 -1.25405 -3.52058
H 5.95893 -3.33371 -3.63016
H 4.20606 -3.12081 -3.56145
H 6.02922 -2.43305 -5.90508
H 4.55400 -3.40430 -5.96702
H 3.15790 -1.46198 -5.58416
H 4.46788 -0.71795 -6.52046
H 6.33771 -0.94392 -3.53274
H 4.88139 -1.06692 -2.52538
C 2.74451 2.68100 6.71437
C 1.86818 1.50736 7.14181
C 2.43813 0.37336 6.29987
O 3.82838 0.66428 6.11775
C 4.09560 2.00442 6.53259
H 2.77343 3.49671 7.43531
H 2.39170 3.08076 5.76134
H 2.01529 1.29902 8.20468
H 0.80519 1.66694 6.97021
H 1.96238 0.33124 5.31518
H 2.33463 -0.60227 6.77607
H 4.65345 1.96765 7.47577
H 4.71495 2.49745 5.78143
C 7.50068 -2.04789 3.56389
C 8.61310 -1.05635 3.24045
C 9.70783 -1.97404 2.71525
O 9.04573 -3.07937 2.09682
C 7.65467 -3.05830 2.43632
H 6.50849 -1.60048 3.59963
H 7.69375 -2.52476 4.52763
H 8.28656 -0.37588 2.45416
H 8.93338 -0.46130 4.09456
H 10.33051 -2.35688 3.53192
H 10.35630 -1.48792 1.98516
H 7.08782 -2.75213 1.55027
H 7.33803 -4.06251 2.71935
C -8.90803 -8.25948 2.91668
C -7.41668 -8.57980 2.90780
C -6.91534 -7.68292 1.78402
O -7.76477 -6.53306 1.77429
C -8.90437 -6.76971 2.60205
H -9.40340 -8.49143 3.85847
H -9.41321 -8.81138 2.12053
H -6.96537 -8.28203 3.85701
H -7.19294 -9.63239 2.74061
H -6.99663 -8.18006 0.81148
H -5.88215 -7.36476 1.92358
H -8.79916 -6.17182 3.51411
H -9.80435 -6.44450 2.07755

- Orbital gap: 3.79 eV
- E_HOMO: -1.72 eV
- Total charge: -1

***

Record 3
The following is a quantum chemistry calculation of a cluster of 11 separate species, C41H82N5O32 in total in a non-equilibrium geometry, from OMol25.

CARTESIAN COORDINATES (ANGSTROEM)
C -0.78440 2.73600 -0.77622
C -1.04439 1.31551 -0.22368
C -2.18257 0.59617 -0.83855
N -3.45642 0.99859 -0.96804
C -4.09757 -0.02124 -1.55572
N -5.38917 -0.06315 -1.86733
C -6.36656 1.00297 -1.64670
C -7.72173 0.48039 -1.15857
C -8.37419 -0.52067 -2.11111
O -9.40693 -1.20242 -1.40733
C -8.91549 -2.36967 -0.75632
N -3.24594 -1.05466 -1.80962
C -3.53546 -2.34930 -2.40666
C -4.63377 -2.99421 -1.55120
C -4.94311 -4.40224 -1.93310
O -5.80762 -3.21050 -2.22680
N -2.04080 -0.63397 -1.34227
N -0.87248 -1.40737 -1.40938
H -1.58948 3.13311 -1.38870
H 0.15019 2.80060 -1.32668
H -0.66426 3.41023 0.06824
H -0.11118 0.76517 -0.26452
H -1.28306 1.41626 0.83568
H -5.74571 -0.88356 -2.33458
H -6.55022 1.46026 -2.62348
H -5.99128 1.79326 -1.00493
H -7.64631 0.06397 -0.15538
H -8.37349 1.35180 -1.12610
H -8.81128 -0.04576 -2.98686
H -7.67516 -1.28922 -2.46655
H -7.89106 -2.24609 -0.40455
H -9.59335 -2.57364 0.06803
H -8.98579 -3.20012 -1.46300
H -2.69804 -3.03218 -2.33034
H -3.96400 -2.25227 -3.40173
H -4.65699 -2.74320 -0.50053
H -5.71888 -4.91293 -1.38553
H -4.52868 -4.78378 -2.85482
H -0.09102 -0.78589 -1.58496
H -0.90583 -2.02952 -2.21142
C -9.02207 5.08194 3.23500
O -8.21977 3.99819 3.71587
C -7.49041 3.39895 2.78587
O -7.45611 3.68196 1.61505
O -6.80249 2.41164 3.36600
C -5.94725 1.70357 2.47579
H -9.56015 5.47590 4.09155
H -8.39538 5.86615 2.81505
H -9.73743 4.73033 2.49433
H -5.18576 2.36435 2.06223
H -6.52750 1.24325 1.67614
H -5.45668 0.92310 3.05172
C -1.15820 -1.20835 2.49217
O -0.26435 -0.28994 3.10603
C 0.39577 -0.79063 4.16242
O 0.27698 -1.90457 4.59173
O 1.21157 0.15195 4.61102
C 2.01147 -0.24089 5.74035
H -1.61491 -0.68826 1.65312
H -0.62050 -2.07684 2.11300
H -1.94241 -1.52383 3.17887
H 2.65130 -1.08360 5.48404
H 1.37653 -0.49025 6.58789
H 2.63227 0.61188 5.99903
C 7.40604 -2.92746 2.30614
O 6.54208 -1.89572 1.81803
C 5.35505 -1.84466 2.42323
O 4.98201 -2.56946 3.30525
O 4.65650 -0.84654 1.88430
C 3.36372 -0.67460 2.45917
H 8.33010 -2.85448 1.73920
H 7.62377 -2.77901 3.36220
H 6.96439 -3.90844 2.14249
H 3.44568 -0.43737 3.51407
H 2.75607 -1.56865 2.31219
H 2.89345 0.16111 1.94759
C 2.31238 -1.91583 -4.57589
O 3.24076 -1.00465 -3.99322
C 3.92810 -1.50625 -2.95969
O 3.80432 -2.61880 -2.51487
O 4.75788 -0.57196 -2.52261
C 5.57153 -0.97303 -1.40982
H 1.82783 -1.38996 -5.39435
H 2.82331 -2.79156 -4.97021
H 1.55882 -2.21873 -3.84704
H 6.20362 -1.81033 -1.68679
H 4.95498 -1.22495 -0.55147
H 6.20487 -0.13185 -1.14627
C 2.38572 2.07334 9.82924
O 3.14633 0.95521 10.29294
C 3.87300 0.35591 9.35676
O 3.93262 0.67770 8.19409
O 4.52658 -0.65462 9.91526
C 5.35965 -1.39365 9.01576
H 1.84660 2.46223 10.68765
H 3.04148 2.84935 9.43852
H 1.67067 1.76322 9.06915
H 6.13343 -0.75411 8.59431
H 4.76476 -1.84341 8.22257
H 5.82803 -2.18031 9.59904
C -2.89200 0.33555 -4.42774
O -2.23558 1.00006 -5.49435
C -3.07355 1.46497 -6.43775
O -4.26854 1.35735 -6.41407
O -2.34661 2.04676 -7.37846
C -3.10847 2.59402 -8.46464
H -2.11803 0.01146 -3.73903
H -3.56890 1.01587 -3.91203
H -3.43160 -0.53759 -4.79717
H -3.78413 3.36688 -8.10542
H -3.66396 1.81023 -8.97503
H -2.39564 3.03469 -9.15431
C 6.00628 2.08546 6.91823
O 7.25391 1.77052 6.27543
C 7.13281 1.50385 4.98266
O 6.10279 1.50410 4.35555
O 8.33866 1.21403 4.48674
C 8.29771 0.89296 3.09642
H 6.22821 2.27842 7.96419
H 5.56944 2.98086 6.47650
H 5.32682 1.25775 6.84502
H 7.92880 1.73376 2.51181
H 7.67271 0.01896 2.93629
H 9.31186 0.66628 2.77821
C -1.08443 -1.39611 -7.12564
O -2.06213 -2.39429 -6.80752
C -1.63542 -3.64974 -6.97096
O -0.54297 -3.97736 -7.34332
O -2.63208 -4.47187 -6.64091
C -2.31178 -5.86208 -6.77419
H -1.54563 -0.43293 -6.95204
H -0.21486 -1.49282 -6.47638
H -0.78411 -1.46223 -8.16931
H -1.48538 -6.13092 -6.11878
H -2.06823 -6.10192 -7.80661
H -3.19748 -6.41735 -6.47938
C -0.44153 8.68462 1.00874
O -1.69593 8.48931 0.34997
C -2.28836 7.33379 0.62789
O -1.86758 6.47479 1.35960
O -3.44014 7.27735 -0.04110
C -4.15656 6.06411 0.18094
H -0.07239 9.65668 0.69613
H -0.57076 8.68212 2.08915
H 0.27216 7.91881 0.71086
H -4.41470 5.95408 1.23252
H -3.57156 5.20890 -0.15607
H -5.07165 6.11729 -0.40218
C 11.41355 -3.74926 -4.13359
O 10.39573 -4.58622 -3.57842
C 9.29784 -3.93755 -3.20267
O 9.10890 -2.75239 -3.29139
O 8.43704 -4.82708 -2.70663
C 7.20811 -4.25341 -2.26580
H 12.24387 -4.39845 -4.39496
H 11.05344 -3.25064 -5.03133
H 11.74938 -3.01641 -3.40251
H 6.68549 -3.77520 -3.09264
H 7.38679 -3.53953 -1.46360
H 6.59306 -5.06362 -1.88471

- Orbital gap: 9.51 eV
- E_HOMO: -11.96 eV
- Total charge: +1